ORCA calculation (ωB97M-V/def2-TZVPD) on one molecule with the formula C3H8N2O in a non-equilibrium geometry.

Atoms and positions in Å:
C: 0.61676 0.88700 -0.17419
C: 1.10288 -0.55385 -0.34776
C: 0.48264 -1.49835 0.67389
O: -0.69383 1.06345 -0.67851
N: -1.64998 1.21946 0.30496
N: -2.78544 1.38294 -0.04408
H: -2.98096 1.39101 -1.05900
H: 0.62886 1.17716 0.88113
H: 1.25235 1.56978 -0.74684
H: 2.19085 -0.55820 -0.23791
H: 0.86132 -0.88199 -1.36128
H: -0.60208 -1.46873 0.60803
H: 0.76893 -1.21093 1.68219
H: 0.80770 -2.51875 0.49936

Its HOMO energy is -10.02 eV. Its charge is 0. As for the SMILES: [H]/N=N\OCCC. Its LUMO energy is 1.13 eV. As for the orbital gap: 0.4100 Eh. For the energy above the lowest of the compared OMol25 structures with the same formula, charge and spin, the calculation gives 317.28 kJ/mol.